The following is a DFT calculation (ωB97M-V with the def2-TZVPD basis set) of a single C23H27ClN2O7S molecule.

```
61
Properties=species:S:1:pos:R:3:forces:R:3:mulliken_charge:R:1
C -0.302 0.753 5.051 0.1 -0.2 -0.4 -1.307
C -0.663 0.042 3.751 -0.2 0.2 0.3 -0.161
O 0.467 -0.533 3.112 0.2 -0.1 -0.1 -0.487
C 1.400 0.271 2.529 0.3 0.0 -0.1 0.205
C 2.582 -0.361 2.139 -0.3 0.0 0.1 -0.520
C 3.582 0.343 1.499 0.1 0.3 -0.1 -0.452
C 3.427 1.700 1.235 -0.1 -0.1 0.2 0.229
O 4.478 2.373 0.644 0.0 -0.2 0.3 -0.543
C 4.188 3.108 -0.524 0.0 0.0 -0.6 -0.481
C 4.167 2.201 -1.767 0.0 0.1 0.5 -0.740
C 3.049 1.196 -1.649 0.0 0.3 -0.1 0.695
O 1.900 1.463 -1.397 0.1 0.1 0.0 -0.448
O 3.489 -0.048 -1.833 0.3 -0.2 -0.1 -0.325
C 2.508 -1.069 -1.696 -0.3 0.1 0.0 0.226
C 1.316 -0.745 -2.613 0.1 -0.4 0.1 0.666
O 1.523 -0.304 -3.724 0.2 0.2 -0.2 -0.695
N 0.067 -1.028 -2.167 -0.2 -0.2 -0.2 0.166
C -0.306 -1.383 -0.814 0.1 0.2 0.4 -1.172
C -0.645 -0.099 -0.047 0.4 -0.6 0.4 0.967
N -1.677 0.643 -0.724 -1.0 0.2 0.5 0.183
S -3.219 0.533 -0.149 0.4 0.0 -0.1 1.142
O -4.013 1.485 -0.864 0.0 -0.2 -0.3 -0.724
O -3.132 0.613 1.281 0.0 -0.3 0.0 -0.672
C -3.803 -1.114 -0.574 0.1 0.6 0.2 0.090
C -3.613 -2.157 0.313 0.0 0.0 0.1 -0.370
C -4.019 -3.434 -0.034 0.0 0.0 -0.1 -0.628
C -4.613 -3.644 -1.272 0.1 0.3 0.1 0.233
Cl -5.116 -5.232 -1.712 -0.1 -0.2 -0.1 -0.207
C -4.815 -2.593 -2.158 0.1 -0.1 0.1 -0.633
C -4.405 -1.320 -1.801 -0.1 0.0 0.0 -0.394
C -1.430 0.884 -2.124 -0.1 0.0 -0.7 -0.741
C -1.048 -0.405 -2.865 0.0 0.3 -0.3 -0.949
C 2.257 2.333 1.631 0.4 0.0 -0.1 -0.597
C 1.250 1.629 2.267 -0.2 -0.2 0.1 0.045
H 0.195 0.061 5.727 0.0 0.0 0.1 0.329
H -1.207 1.122 5.525 -0.1 0.1 0.1 0.424
H 0.366 1.590 4.866 0.0 0.1 0.0 0.310
H -1.207 0.710 3.073 0.1 -0.1 0.0 0.190
H -1.306 -0.815 3.966 0.0 0.2 -0.1 0.398
H 2.696 -1.413 2.350 0.0 -0.1 0.0 0.497
H 4.497 -0.147 1.203 0.1 0.0 0.0 0.471
H 4.992 3.842 -0.619 -0.2 0.0 0.0 0.411
H 3.227 3.627 -0.445 0.1 0.0 0.0 0.250
H 5.112 1.669 -1.870 0.0 0.1 0.0 0.277
H 3.991 2.814 -2.651 0.0 0.0 -0.1 0.291
H 2.993 -1.988 -2.030 -0.1 0.1 0.1 0.243
H 2.236 -1.135 -0.641 0.0 0.0 -0.1 -0.175
H -1.188 -2.029 -0.879 0.2 0.0 0.0 0.375
H 0.481 -1.940 -0.310 0.0 0.0 0.0 0.312
H 0.249 0.531 0.004 -0.1 -0.1 0.1 -0.774
H -1.001 -0.318 0.956 0.2 0.0 0.1 0.001
H -3.164 -1.953 1.272 0.0 -0.1 0.2 0.539
H -3.883 -4.260 0.646 0.0 -0.1 0.0 0.449
H -5.290 -2.773 -3.110 0.0 0.0 -0.1 0.449
H -4.563 -0.476 -2.454 -0.1 0.1 -0.1 0.539
H -0.593 1.587 -2.201 -0.1 0.0 0.0 0.298
H -2.329 1.339 -2.538 0.1 0.1 -0.2 0.575
H -1.882 -1.112 -2.893 0.1 0.1 0.0 0.387
H -0.724 -0.173 -3.881 -0.1 -0.1 0.1 0.496
H 2.122 3.388 1.448 0.0 0.1 0.0 0.385
H 0.348 2.151 2.543 -0.1 0.0 0.1 0.453
```
Forces are in eV/Å.

Summary:
**HOMO-LUMO gap**: 8.6 eV
**Total charge**: 0
**ΔE to the lowest compared entry with this formula, charge and spin**: 1.0 kcal/mol
**Structure (SMILES)**: CCOc1ccc(OCCC(=O)OCC(=O)N2CCN(S(=O)(=O)c3ccc(Cl)cc3)CC2)cc1



The following is a DFT calculation (ωB97M-V with the def2-TZVPD basis set) of 3 unconnected molecules or ions with the total composition C25H59BN3O12P2S.

```
103
Properties=species:S:1:pos:R:3:forces:R:3:mulliken_charge:R:1
C -1.608 -0.825 1.300 -0.8 -0.2 0.3 -1.038
C -2.175 0.601 1.379 0.2 -0.2 0.3 -0.576
C -1.107 1.712 1.243 -0.4 -0.1 0.2 0.684
C -1.187 2.656 2.455 -0.1 -0.5 -0.1 -2.043
P -1.084 2.595 -0.428 1.6 0.4 -0.3 0.832
C 0.795 2.305 -0.678 -0.1 0.4 0.4 -1.505
C 1.734 3.186 0.172 0.7 -0.4 -0.4 0.063
C 2.115 4.519 -0.513 -0.6 -0.1 0.2 -1.024
C 1.846 5.750 0.332 0.3 0.4 0.0 -0.184
N 2.680 5.787 1.564 -0.2 0.3 0.0 -0.725
O -1.383 0.896 -1.167 -0.5 -0.3 -0.6 -0.436
C -1.384 0.826 -2.434 0.8 0.5 0.4 0.685
N -1.224 0.824 -3.585 -0.4 -0.4 -0.1 -0.755
O -0.943 4.189 0.221 0.0 -0.4 -1.0 0.071
C -1.838 4.995 -0.514 0.1 0.5 0.9 -0.974
C -3.176 4.206 -0.414 -0.3 1.1 -0.4 0.891
B -3.995 4.656 0.902 -0.2 -0.3 0.1 0.010
O -5.379 4.408 0.942 0.8 -0.6 0.7 -0.603
N -3.382 5.295 2.063 -0.7 0.4 -0.1 0.088
C -4.009 4.858 3.316 0.3 0.2 0.0 -1.276
C -3.395 6.776 1.978 0.4 -0.4 0.3 -1.178
P -4.262 4.477 -1.869 0.4 0.0 -1.1 0.521
O -5.562 3.503 -1.770 0.5 0.2 0.4 -0.597
O -4.862 5.965 -1.633 -0.2 -0.5 0.3 -0.612
S -3.450 4.268 -3.618 0.0 0.1 0.2 -0.426
O -2.862 2.829 -0.447 -0.7 0.0 0.8 -0.790
H -2.226 -1.477 1.929 0.1 -0.1 0.0 0.436
H -0.589 -0.908 1.677 0.1 0.0 -0.2 -0.139
H -1.693 -1.233 0.294 0.4 0.1 -0.1 0.228
H -2.642 0.713 2.365 0.0 0.0 0.0 0.810
H -2.983 0.688 0.655 0.1 0.2 -0.1 -0.094
H -0.134 1.219 1.318 0.0 0.0 -0.2 0.050
H -2.056 3.300 2.369 0.2 0.3 0.1 0.407
H -0.275 3.236 2.577 -0.2 0.3 -0.1 0.265
H -1.315 2.059 3.368 0.1 -0.1 0.0 0.580
H -1.136 3.110 -1.757 -0.2 -0.2 0.1 0.363
H 1.028 2.510 -1.727 -0.2 -0.1 -0.1 0.751
H 1.021 1.245 -0.529 -0.1 0.0 0.1 0.287
H 1.364 3.356 1.184 -0.2 0.0 -0.1 -0.233
H 2.670 2.626 0.294 -0.1 0.0 0.2 0.566
H 1.538 4.600 -1.439 0.0 0.1 0.0 0.311
H 3.167 4.525 -0.810 0.0 -0.1 0.1 0.471
H 0.789 5.853 0.581 -0.1 -0.3 -0.1 -0.080
H 2.110 6.632 -0.263 0.0 0.0 0.0 0.469
H 2.105 5.552 2.365 0.0 -0.2 -0.1 0.252
H 2.930 6.756 1.728 0.1 -0.1 0.0 0.234
H -1.513 5.249 -1.527 0.0 -0.5 -0.1 0.406
H -1.868 5.952 0.018 -0.4 -0.1 0.0 0.258
H -5.511 3.461 1.086 -0.4 0.0 -0.5 0.313
H -3.383 5.190 4.150 0.0 0.0 0.0 0.371
H -4.034 3.769 3.362 -0.1 0.0 0.0 0.382
H -5.016 5.266 3.454 -0.1 -0.1 0.0 0.407
H -4.108 7.142 1.235 0.2 0.2 -0.1 0.351
H -3.713 7.170 2.946 -0.1 0.0 0.0 0.464
H -2.393 7.171 1.803 -0.1 0.1 -0.2 0.257
H -5.257 2.667 -2.157 -0.2 0.0 -0.1 0.361
H -5.367 6.199 -2.425 0.1 0.2 0.0 0.337
C 3.428 -6.327 3.442 0.1 0.1 -0.1 -0.795
O 3.458 -5.097 2.760 -0.2 0.0 0.2 -0.261
C 2.671 -5.106 1.578 0.3 0.1 0.0 -0.664
C 2.158 -3.719 1.259 0.0 0.1 -0.1 0.170
O 1.068 -3.306 2.063 -0.1 -0.1 0.0 -0.377
C 1.325 -2.951 3.412 -0.1 0.0 0.0 -0.601
C 2.021 -1.619 3.573 0.2 0.0 0.1 0.212
O 3.402 -1.716 3.267 0.0 0.0 -0.2 -0.313
C 3.937 -0.497 2.797 0.0 -0.1 0.1 -0.725
H 3.895 -7.123 2.848 -0.1 -0.1 0.0 0.328
H 3.987 -6.203 4.368 0.0 0.0 0.0 0.234
H 2.400 -6.616 3.690 0.0 -0.1 0.0 0.347
H 1.819 -5.787 1.688 0.0 0.0 0.0 0.371
H 3.301 -5.457 0.749 -0.1 0.0 -0.1 0.388
H 1.757 -3.743 0.244 0.0 0.0 0.0 -0.153
H 2.964 -2.982 1.268 0.1 -0.1 0.2 0.219
H 1.853 -3.747 3.941 0.2 0.1 0.0 0.226
H 0.336 -2.855 3.867 0.0 0.0 0.0 0.455
H 1.919 -1.287 4.616 -0.1 0.1 0.0 0.445
H 1.536 -0.883 2.922 0.0 0.0 0.0 -0.314
H 3.387 -0.135 1.922 0.0 0.1 0.0 0.261
H 4.971 -0.681 2.508 0.0 0.0 0.0 0.269
H 3.918 0.271 3.579 0.0 0.1 -0.1 0.329
C 3.336 -7.256 -5.307 -0.1 0.1 -0.1 -0.777
O 2.112 -6.595 -5.098 0.1 0.0 0.2 -0.256
C 1.095 -7.456 -4.617 0.0 0.1 -0.2 -0.565
C 0.081 -6.701 -3.785 -0.1 0.0 0.0 -0.381
O 0.523 -6.381 -2.477 0.1 -0.1 0.0 -0.469
C 1.475 -5.334 -2.340 0.0 0.1 0.1 0.161
C 0.909 -3.949 -2.578 0.3 0.0 -0.3 -0.605
O 0.743 -3.709 -3.963 -0.3 -0.2 0.1 -0.322
C -0.292 -2.770 -4.216 0.2 0.2 0.0 -0.854
H 3.254 -8.001 -6.109 0.1 -0.1 0.0 0.323
H 4.070 -6.506 -5.594 0.0 0.0 0.0 0.233
H 3.680 -7.748 -4.389 0.0 -0.1 0.0 0.332
H 1.531 -8.258 -4.008 0.0 0.0 0.0 0.342
H 0.584 -7.906 -5.480 0.0 -0.1 0.1 0.410
H -0.772 -7.369 -3.636 0.0 0.0 0.0 0.407
H -0.282 -5.818 -4.312 0.2 0.0 -0.1 0.142
H 2.357 -5.518 -2.957 -0.1 0.1 -0.2 0.181
H 1.797 -5.385 -1.297 -0.1 0.0 0.0 -0.094
H 1.610 -3.200 -2.181 -0.1 0.0 0.2 0.454
H -0.045 -3.852 -2.048 0.0 0.0 0.0 0.361
H -1.237 -3.102 -3.773 0.0 0.0 0.0 0.332
H -0.418 -2.695 -5.294 0.1 0.0 0.0 0.280
H -0.034 -1.783 -3.821 -0.1 0.0 0.0 0.369
```
Forces are in eV/Å.

Summary:
**HOMO-LUMO gap**: 7.5 eV
**Total charge**: -1



The following is a DFT calculation (ωB97M-V with the def2-TZVPD basis set) of a molecular structure, C20H20F10N3PtSeSi.

```
56
Properties=species:S:1:pos:R:3:forces:R:3:mulliken_charge:R:1
Pt 0.019 0.511 -0.840 0.2 -1.5 1.3 2.033
C 0.228 -1.690 2.083 0.0 0.0 -0.1 -1.333
N -0.072 -0.349 1.615 0.1 0.0 -0.2 0.346
C 0.891 0.667 1.974 0.1 0.1 -0.2 -0.528
C 2.206 0.534 1.178 -0.1 -0.1 -0.2 -0.637
N 1.965 0.068 -0.185 -0.2 0.6 -0.2 -0.849
C 2.845 -0.819 -0.730 0.2 0.2 -0.2 0.327
C 2.497 -1.760 -1.732 -0.1 0.2 0.2 0.145
F 1.247 -1.806 -2.206 -0.3 0.1 0.0 -0.234
C 3.363 -2.703 -2.239 0.0 0.1 0.0 -0.157
F 2.924 -3.583 -3.143 -0.1 -0.1 -0.1 -0.316
C 4.672 -2.775 -1.809 -0.1 0.0 0.0 0.684
F 5.513 -3.699 -2.292 0.1 -0.1 -0.1 -0.329
C 5.083 -1.856 -0.876 0.1 0.1 0.1 0.075
F 6.362 -1.851 -0.476 0.1 0.0 0.0 -0.322
C 4.212 -0.909 -0.374 -0.1 0.1 -0.1 0.364
F 4.771 0.020 0.430 0.0 0.1 0.1 -0.346
C -1.466 0.039 1.692 0.0 0.0 -0.2 -1.048
C -2.291 -0.739 0.687 -0.2 0.1 -0.3 -0.474
N -1.811 -0.553 -0.687 0.0 0.4 -0.6 -0.854
C -2.428 -1.241 -1.698 -0.2 0.2 0.2 0.308
C -2.120 -1.004 -3.065 0.0 0.0 0.2 0.011
F -1.225 -0.075 -3.401 0.2 0.1 0.0 -0.378
C -2.707 -1.662 -4.120 0.0 0.0 0.0 -0.272
F -2.343 -1.354 -5.370 0.1 0.1 -0.1 -0.314
C -3.675 -2.621 -3.921 0.0 0.0 -0.1 0.821
F -4.256 -3.253 -4.952 -0.1 -0.1 -0.1 -0.337
C -4.032 -2.886 -2.625 0.0 0.0 0.1 -0.112
F -4.974 -3.806 -2.379 -0.1 -0.1 0.1 -0.323
C -3.442 -2.226 -1.563 0.2 0.1 -0.1 0.708
F -3.906 -2.617 -0.355 0.0 0.0 0.3 -0.341
H -0.498 -2.020 2.836 0.0 0.0 0.1 0.380
H 1.221 -1.716 2.536 0.0 0.0 0.0 0.432
H 0.219 -2.415 1.264 0.0 0.0 0.0 0.217
H 1.129 0.671 3.049 0.0 0.0 0.1 0.236
H 0.437 1.623 1.725 0.0 0.0 0.1 -0.104
H 2.862 -0.163 1.698 0.1 -0.1 0.1 0.530
H 2.698 1.511 1.200 0.1 0.0 0.1 0.242
H -1.534 1.100 1.449 0.0 0.1 0.0 0.098
H -1.895 -0.119 2.695 0.0 0.0 0.0 0.319
H -3.332 -0.418 0.800 -0.1 0.0 0.0 0.502
H -2.252 -1.791 0.966 0.0 -0.2 0.0 0.491
C -1.358 5.590 -1.006 -0.1 0.1 -0.1 -1.063
Si 0.077 4.409 -0.740 0.2 -0.1 0.0 0.365
C 1.629 5.274 -1.351 0.1 0.1 0.0 -1.078
C 0.262 4.173 1.109 0.0 -0.1 0.2 -0.964
Se -0.278 2.586 -2.026 -0.1 -0.2 -0.2 -0.539
H -1.083 6.601 -0.676 -0.1 -0.1 0.0 0.316
H -2.245 5.273 -0.449 0.1 0.0 -0.1 0.253
H -1.627 5.636 -2.065 0.0 0.0 0.1 0.302
H 1.667 6.320 -1.023 0.0 -0.1 0.0 0.332
H 1.656 5.252 -2.444 0.0 0.0 0.1 0.286
H 2.527 4.762 -0.988 -0.1 0.0 -0.1 0.282
H 0.386 5.152 1.589 0.0 -0.1 0.0 0.462
H 1.140 3.566 1.347 -0.1 0.1 0.0 0.145
H -0.621 3.690 1.540 0.1 0.0 0.0 0.239
```
Forces are in eV/Å.

Summary:
**HOMO-LUMO gap (spin up / spin down)**: 6.3 / 6.3 eV
**Total charge**: -1
**ΔE to the lowest compared entry with this formula, charge and spin**: 50.6 kcal/mol